# 1
ORCA calculation (ωB97M-V/def2-TZVPD) on a molecular structure, C3H5N2 in a non-equilibrium geometry.

XYZ file:
```
10
Properties=species:S:1:pos:R:3:forces:R:3
N -0.6446 -0.0726 -0.6708 1.9 1.0 -0.7
N 1.6983 -0.6650 -0.2527 -1.1 -1.3 0.6
C 0.2301 -0.7636 0.2797 2.0 -1.1 0.6
C 0.1648 0.7433 0.3547 2.3 -0.6 1.0
C 1.6982 0.5780 -0.0049 -4.8 -2.1 -0.3
H -0.4071 -0.0181 -1.7124 -0.8 -0.1 1.6
H -1.5706 -0.1262 -0.2990 -1.3 0.0 -0.7
H 2.4817 1.2023 0.0173 2.7 2.5 -0.2
H -0.1306 1.5110 1.0802 -1.1 -0.5 -0.6
H -0.0420 -2.6074 1.3393 0.2 2.3 -1.3
```
Forces are in eV/Å.

**Maximum force**: 5.3 eV/A
**Net charge**: +1
**Kohn-Sham gap (alpha / beta)**: 8.554 / 9.847 eV
**Energy**: -226.2464 Eh
**Relative energy (zero: lowest compared OMol25 entry of this formula, charge and spin)**: 908.4 kJ/mol
**Highest occupied orbital energy (alpha / beta)**: -15.5 / -15.5 eV



# 2
ORCA calculation (ωB97M-V/def2-TZVPD) on 2 unconnected molecules or ions with the total composition CH5NO2S in a non-equilibrium geometry.

XYZ file:
```
10
Properties=species:S:1:pos:R:3:forces:R:3
S 0.3041 -0.5116 2.4638 -0.3 -0.4 0.2
O -0.4697 1.1833 -0.3842 0.7 -1.5 -1.6
O -1.0421 -0.6569 -1.5625 0.9 0.6 0.4
N 0.9687 0.4303 -2.0272 -1.8 -0.6 0.9
C -0.1635 0.3535 -1.2406 -0.9 1.9 1.0
H 0.1194 0.4851 1.6136 0.1 0.5 -0.3
H 1.1073 -0.3477 -2.6389 0.7 0.1 -0.3
H -0.5108 -1.4311 -1.7565 -0.1 -0.5 -0.3
H 1.6822 1.0370 -1.6806 0.4 0.0 -0.2
H -0.9690 -0.9011 2.2496 0.2 -0.1 0.1
```
Forces are in eV/Å.

**Maximum force**: 2.3 eV/A
**Kohn-Sham gap**: 9.685 eV
**Energy**: -644.5394 Eh
**Relative energy (zero: lowest compared OMol25 entry of this formula, charge and spin)**: 12.9 kJ/mol
**Highest occupied orbital energy**: -9.4 eV



# 3
ORCA calculation (ωB97M-V/def2-TZVPD) on 23 unconnected molecules or ions with the total composition C23H69N23O46 in a non-equilibrium geometry.

XYZ file:
```
161
Properties=species:S:1:pos:R:3:forces:R:3
O 4.5709 -3.0607 -4.1772 -0.1 -0.9 0.1
O 0.4902 -3.2161 -3.9425 0.3 0.2 0.0
O 5.4180 -3.0245 2.9571 -0.3 -0.9 0.3
O -0.1978 -3.9999 -6.9830 -0.1 -0.4 0.1
O -3.8964 -3.7872 -2.5448 -0.1 1.5 -0.4
O 2.1851 -2.6602 1.1239 0.6 -0.2 0.6
O -2.2849 2.9879 4.9333 0.5 -0.3 0.2
O 2.2451 0.6211 2.9039 0.0 -0.7 0.8
O -1.3655 -5.6098 -6.0940 0.4 0.6 -0.5
O -0.8722 -4.7900 -3.4231 -0.4 0.3 0.4
O 4.4862 -4.8462 2.1626 0.1 0.0 0.9
O 0.9474 1.3112 6.8543 0.2 -0.8 0.2
O -1.5809 -6.2637 0.0854 -0.7 0.2 -0.1
O -3.2944 3.8668 -0.0492 0.0 0.4 0.8
O 2.2513 2.3737 5.4909 -0.2 -0.4 0.5
O -6.8450 -1.1058 1.2829 0.0 0.9 0.4
O -5.4583 -0.1967 -0.1112 0.5 1.1 0.0
O 0.7470 0.1622 -1.0428 -0.5 -0.5 0.2
O -3.6575 -5.9045 0.5726 0.1 0.2 0.0
O -3.7716 -2.1827 -4.0230 -0.5 -0.2 1.1
O 1.6309 4.1922 1.8342 0.2 0.1 -0.3
O -2.1060 -2.8307 1.3080 -0.2 0.0 0.2
O 0.7206 -2.8131 3.8560 -0.1 0.9 0.0
O 3.7755 5.3828 5.9618 0.1 -0.5 -0.4
O -3.0667 1.1650 2.8955 -0.4 0.8 -0.7
O 0.6452 3.7453 -4.7505 0.8 0.0 -1.0
O 3.6425 3.9898 1.0675 -1.0 0.0 -0.4
O 3.8244 1.4309 -2.2622 0.7 0.2 0.6
O -2.8179 4.9948 -2.6287 0.0 0.1 0.1
O -3.0825 -0.5952 4.0666 -1.4 0.9 0.3
O 5.4953 -1.2734 -3.4871 1.0 0.7 0.8
O 0.9414 1.7470 -5.5695 0.2 0.2 0.2
O 1.4414 7.0805 -3.0461 -0.4 0.2 0.2
O 1.5957 5.6074 -1.4652 0.3 0.3 -0.8
O 5.6814 4.4378 5.7605 0.4 -0.6 -0.2
O 2.3889 -3.5975 -0.7690 0.2 -1.0 0.0
O -0.4125 2.1159 4.1530 -1.9 0.8 0.6
O -4.1715 -2.8537 1.9700 0.9 0.2 -0.1
O 3.8661 -0.4203 -1.1476 0.4 1.6 -0.3
O 4.2701 0.8125 2.3924 1.3 -0.4 0.2
O -4.6353 1.1138 -4.5876 1.0 -0.1 0.4
O -2.4576 1.3888 -4.8210 -1.2 -0.5 0.6
O -0.2946 -3.2945 5.6846 0.4 1.9 -1.0
O -3.9969 6.6250 -1.8482 1.0 -0.6 0.2
O 0.1785 -1.8130 -0.3940 -0.5 -1.4 -1.1
O -1.2999 3.1574 -0.3386 1.9 0.1 0.4
N 0.6385 2.5229 -4.6935 -0.5 0.8 0.4
N 1.3904 2.3136 6.3550 0.4 0.5 -1.2
N -1.4448 2.8158 4.0768 1.4 -0.8 -0.1
N -2.7716 -6.1866 -0.2041 0.7 -0.7 -0.2
N 4.5434 -1.8962 -3.8654 -0.8 -0.2 -1.0
N -3.6374 1.7373 -4.8971 0.4 -0.2 -0.7
N -2.4825 3.0242 -0.3660 -2.0 0.4 -1.1
N 1.9721 6.1462 -2.5037 0.4 -1.1 0.6
N -2.9798 -3.1169 2.0994 -0.9 -0.7 0.6
N -6.0751 -1.1150 0.3504 -0.2 -2.4 -0.8
N -3.6261 0.4520 3.6861 1.2 -1.8 -0.2
N -3.4233 -2.7339 -2.9918 0.9 -1.0 -0.6
N 4.3211 0.7061 -1.4150 -1.2 -2.0 -0.4
N 3.4182 0.3320 3.1017 -1.1 1.5 -0.2
N 0.3291 -0.6487 -0.2205 1.0 2.0 1.0
N -1.1768 -4.4421 -6.4147 -0.2 -0.1 0.2
N -2.9728 5.9559 -1.8952 -0.2 0.7 0.0
N 5.1360 -3.8249 2.0805 -0.4 0.6 -0.7
N 2.0639 -3.6288 0.3993 -1.1 0.7 0.5
N 0.1448 -2.4482 4.8702 -0.2 -3.1 1.2
N 0.2253 -4.3751 -3.7486 -0.4 -1.1 -0.4
N 4.6255 4.7868 5.3033 -0.7 1.7 -0.2
N 2.4329 3.7594 1.0250 0.7 0.1 0.9
C -0.0675 -1.0382 5.1311 -1.1 1.4 1.9
C -2.6347 -3.9028 3.3615 0.5 0.5 -0.5
C -2.1077 -2.2739 -2.3799 -1.8 0.1 -0.1
C 1.2477 -5.4560 -3.9524 0.5 1.1 0.4
C -3.8399 3.0249 -5.5626 -2.4 -0.4 -0.7
C -3.0407 1.8158 -0.9416 -0.1 -2.7 1.0
C -1.7931 6.3880 -1.0406 -0.1 -1.0 0.6
C 3.7470 -0.6150 4.2099 1.0 -0.5 -0.2
C 5.4882 -3.4382 0.7102 0.2 0.1 -1.0
C -3.1477 -6.5174 -1.6081 -0.6 -0.7 -1.0
C -2.2440 -3.4624 -6.0454 1.7 0.5 0.8
C -5.9147 -2.4790 -0.3092 0.1 1.3 -0.4
C -4.9934 0.7911 4.1542 -0.6 -1.0 -0.6
C -1.5515 3.5330 2.8092 1.0 1.3 0.0
C 3.2209 5.6669 -3.2011 0.7 -0.9 2.2
C 5.5557 1.0321 -0.6525 -0.7 -0.7 0.3
C 1.1880 -4.7800 0.9374 1.4 1.1 -0.2
C 1.9536 2.7577 0.0465 -0.5 -0.3 1.0
C 0.0834 2.0674 -3.4034 -0.1 -1.7 -0.8
C 0.0415 -0.1990 1.1949 -0.2 -2.1 -0.5
C 0.8273 3.5587 6.8491 1.2 1.8 0.3
C 3.2819 -1.1702 -4.0878 -1.2 0.3 -0.2
C 4.3518 4.6674 3.8076 -1.1 -1.2 1.2
H 4.8358 -0.7955 4.2130 -0.5 0.5 -0.1
H -5.3364 1.7187 3.7129 0.4 0.2 0.1
H 1.9524 -4.9915 -4.6731 -0.2 -0.8 0.5
H -4.8668 -2.7211 -0.3905 0.1 -0.2 0.5
H 3.3259 -1.5312 3.8021 -0.4 -0.2 0.7
H -6.5582 -3.0821 0.2623 -0.1 -1.2 0.8
H 1.6642 -5.5356 -2.9194 0.1 -0.3 -1.0
H -1.0314 -0.3967 1.2677 0.1 0.2 0.5
H 3.5280 -0.1458 -4.2823 0.2 0.5 0.0
H -4.4876 2.8238 -6.4465 0.7 0.0 0.5
H 3.2693 4.4605 3.7329 0.6 0.2 0.0
H 3.4050 -0.2883 5.2209 -0.2 -0.1 -1.2
H -0.8284 4.3636 2.9453 -0.2 -0.5 -0.4
H -2.4013 1.4379 -1.7209 0.1 0.4 -0.7
H -2.9050 3.4040 -5.8213 1.3 0.8 -0.3
H -1.5993 -1.8300 -3.2030 0.8 0.0 -0.4
H -0.6887 2.7826 -3.2405 -0.5 0.3 0.7
H -2.8758 -3.9658 -5.3742 -0.9 -0.5 0.7
H 1.1735 4.4758 6.3026 -0.7 -1.2 0.0
H 5.6290 2.1067 -0.5064 0.2 -0.1 -0.2
H -2.7348 -3.1835 -6.9372 -0.5 0.4 -0.9
H 4.5297 -3.1636 0.2265 0.7 -0.3 0.1
H -2.8967 0.9901 -0.1720 -0.6 1.1 -0.5
H 5.3184 0.4822 0.2710 0.7 0.6 -0.1
H 1.6754 -5.6828 0.6077 -0.2 -0.3 -0.2
H -2.3065 -1.5093 -1.6548 -0.3 0.2 0.5
H 0.6133 -0.9403 1.7920 -0.5 0.6 -0.1
H -1.1725 2.8587 2.0572 -0.1 0.1 -0.2
H 2.6463 -1.2073 -3.1972 0.3 -0.2 -0.1
H -4.0949 1.9359 -1.2081 0.5 0.0 0.2
H -5.6695 -0.0192 3.8147 0.6 0.3 0.1
H 0.7077 -6.3601 -4.2770 0.4 0.6 0.1
H -2.5419 -4.9713 3.0692 -0.1 0.8 0.1
H 0.5433 -0.4457 4.4716 0.1 0.1 -0.2
H -0.3004 1.0566 -3.5987 0.1 0.4 0.5
H 2.7343 -1.5766 -4.9466 0.4 -0.2 0.4
H -6.3015 -2.4429 -1.3081 -0.3 0.5 -0.6
H -1.7374 -3.1721 -1.9432 0.8 -0.2 0.2
H -1.1583 -0.8358 5.0208 0.9 -0.2 -0.4
H 2.5099 2.9347 -0.8716 -0.1 -0.6 0.2
H -0.2003 3.4053 7.0551 -1.1 0.1 -0.4
H 6.1107 -2.5544 0.7665 0.2 0.0 -0.1
H -2.6186 -5.8433 -2.2752 0.0 0.2 0.2
H 0.0959 -0.7522 6.2236 0.3 -0.9 -1.5
H -4.9581 0.7696 5.2228 0.0 0.2 0.6
H 0.8711 2.8443 -0.0298 0.2 0.4 -0.4
H -1.4235 7.3296 -1.4194 -0.2 0.3 0.1
H 1.1338 -4.7109 2.0359 -0.1 0.2 -0.7
H 0.3454 0.7941 1.3808 0.1 1.0 0.0
H -1.7478 -2.6025 -5.5425 -0.3 -0.6 -0.6
H 0.2914 -4.5262 0.3983 -0.7 -0.5 0.2
H -2.7834 -7.5419 -1.9257 -0.6 1.0 1.0
H 1.2694 3.6719 7.8206 0.4 0.0 0.7
H -1.6410 -3.4924 3.6856 -1.3 -0.6 -0.1
H -2.5172 3.9774 2.6294 -0.4 -0.4 0.1
H 3.9334 6.4509 -3.0307 0.5 0.3 0.3
H -1.0060 5.6373 -1.1386 -0.3 0.1 -0.2
H -2.0958 6.3916 0.0303 -0.1 0.4 -1.0
H 4.8987 3.7955 3.4772 0.3 0.2 -0.3
H 3.6491 4.6645 -2.9112 -1.0 1.2 0.1
H 0.8615 2.0664 -2.6580 0.2 0.1 0.2
H -3.5083 -3.7221 4.0144 0.9 -0.2 -0.1
H -4.2529 -6.3794 -1.7085 1.1 -0.3 0.1
H 2.9752 5.7195 -4.1917 -0.6 -0.2 -2.6
H 4.5873 5.5948 3.3151 0.3 0.2 0.0
H 2.0790 1.8173 0.6303 0.6 0.3 -1.0
H 5.9964 -4.2916 0.2129 -0.5 0.6 0.3
H -4.4552 3.6457 -4.9313 0.2 0.3 0.4
H 6.3648 0.5267 -1.2043 -0.2 0.5 0.2
```
Forces are in eV/Å.

**Maximum force**: 3.3 eV/A
**Kohn-Sham gap**: 10.139 eV
**Energy**: -5635.9929 Eh
**Highest occupied orbital energy**: -10.8 eV



# 4
ORCA calculation (ωB97M-V/def2-TZVPD) on a single C5H10N2O molecule in a non-equilibrium geometry.

XYZ file:
```
18
Properties=species:S:1:pos:R:3:forces:R:3
O 0.3315 2.1561 0.5734 -0.4 0.1 0.3
N -2.0556 0.8973 0.2867 -0.1 -0.4 0.2
N -1.0298 -1.6148 0.6568 0.8 1.0 -1.5
C 0.5116 1.2161 -0.2307 1.4 -1.8 0.3
C 2.5264 -0.4780 -0.1247 -0.4 0.0 0.1
C 1.3898 -0.0311 0.4139 0.6 2.0 -0.3
C -0.5920 -0.9082 -0.4030 -2.5 -0.2 0.2
C -1.0845 0.4252 -0.6577 0.2 -0.7 0.3
H -2.7874 1.4333 -0.1588 0.1 0.0 0.0
H -1.3387 0.6247 -1.6972 0.4 0.0 0.1
H 1.2078 -0.1383 1.4789 -0.1 -0.1 0.0
H -0.0442 -1.4340 -1.1710 0.3 0.1 0.2
H -0.7425 -2.5719 0.7795 -0.1 0.2 0.3
H -1.5821 1.4946 0.9669 0.1 0.3 -0.2
H -1.7059 -1.1276 1.2373 0.0 -0.2 0.1
H 0.9655 1.3877 -1.2251 -0.4 -0.1 -0.1
H 3.2730 -1.0151 0.4466 -0.1 -0.2 0.0
H 2.7573 -0.3159 -1.1718 0.1 0.2 0.0
```
Forces are in eV/Å.

**Maximum force**: 2.5 eV/A
**Kohn-Sham gap**: 8.050 eV
**Energy**: -381.1409 Eh
**Relative energy (zero: lowest compared OMol25 entry of this formula, charge and spin)**: 379.5 kJ/mol
**Highest occupied orbital energy**: -7.9 eV